(1)
Below is C26H27IrN3S5 as an isolated structure, with properties calculated with the ωB97M-V functional and the def2-TZVPD basis.

## Properties
HOMO-LUMO gap (spin up / spin down): 6.75 / 6.76 eV
E_tot: -3266.3191 a.u.
HOMO level (spin up / spin down): -0.3862 / -0.3862 Eh
Lowest unoccupied orbital energy (spin up / spin down): -3.755 / -3.754 eV
Total charge: +1

XYZ file:
```
62
Properties=species:S:1:pos:R:3:nbo_charge:R:1
Ir 0.21656 0.21853 -0.25237 0.79
C 3.73779 2.32111 1.16041 -0.56
C 3.50292 0.81272 1.12696 -0.55
S 2.53679 0.00471 -0.19325 0.49
C 2.95561 0.94303 -1.68299 -0.56
C 2.23915 2.27818 -1.87921 -0.55
S 0.54305 2.33181 -1.19854 0.42
C 0.54525 3.84881 -0.18282 -0.54
C 1.79785 4.32450 0.54093 -0.56
S 2.43709 3.33518 1.90556 0.26
H 4.01495 2.70973 0.18184 0.21
H 4.61430 2.46923 1.79269 0.25
H 3.06514 0.45584 2.06102 0.27
H 4.47165 0.31989 1.01893 0.24
H 2.71074 0.25295 -2.48971 0.25
H 4.03874 1.07883 -1.69601 0.25
H 2.15980 2.49421 -2.94351 0.25
H 2.79199 3.09191 -1.42452 0.23
H -0.27111 3.68374 0.52107 0.25
H 0.22792 4.63197 -0.87437 0.24
H 1.52105 5.27133 1.00984 0.26
H 2.60091 4.58028 -0.15106 0.22
S -4.01377 -0.07584 -1.90954 0.52
C -2.35025 -0.24646 -1.63350 -0.09
N -1.85085 0.42817 -0.63528 -0.49
C -2.83943 1.20037 -0.01028 0.18
C -2.68307 2.06949 1.07247 -0.25
C -3.79181 2.74353 1.53662 -0.18
C -5.05245 2.57152 0.95065 -0.19
C -5.22164 1.71822 -0.11629 -0.20
C -4.10119 1.03811 -0.58943 -0.24
H -1.74668 -0.90236 -2.24172 0.25
H -1.72191 2.17992 1.54845 0.25
H -3.68757 3.41433 2.37870 0.23
H -5.90216 3.11451 1.34107 0.23
H -6.19088 1.57997 -0.57540 0.24
S 1.01619 0.46952 4.12275 -0.06
C 0.50712 0.77096 2.64948 0.17
N 0.14640 1.03713 1.55190 -0.69
C -3.58120 -3.63702 0.86120 -0.21
C -2.87345 -4.11255 -0.23435 -0.20
C -1.69794 -3.49532 -0.63285 -0.26
C -1.22287 -2.38712 0.06623 0.20
C -1.91762 -1.92642 1.18085 -0.27
C -3.09559 -2.54581 1.56884 -0.18
N -0.04633 -1.71085 -0.37144 -0.66
C 1.04577 -2.57581 -0.67793 0.22
C 1.64668 -2.49378 -1.92842 -0.28
C 2.75729 -3.27434 -2.22532 -0.19
C 3.25931 -4.14743 -1.27449 -0.21
C 2.63790 -4.25271 -0.03312 -0.19
C 1.52929 -3.48081 0.26425 -0.25
H -4.49697 -4.12250 1.16999 0.23
H -3.23739 -4.96953 -0.78570 0.23
H -1.15148 -3.86841 -1.49033 0.22
H -1.52711 -1.09119 1.75000 0.23
H -3.62499 -2.18118 2.43950 0.23
H 1.21471 -1.83064 -2.67108 0.21
H 3.21691 -3.21059 -3.20311 0.22
H 4.12160 -4.75990 -1.50086 0.23
H 3.02436 -4.94144 0.70644 0.23
H 1.04493 -3.55422 1.23018 0.23
```

***

(2)
Below is C20H27MoN2O3PS as an isolated structure, with properties calculated with the ωB97M-V functional and the def2-TZVPD basis.

## Properties
<S²>: 2.0430
HOMO-LUMO gap (spin up / spin down): 6.05 / 5.03 eV
E_tot: -1920.4257 a.u.
HOMO level (spin up / spin down): -0.5444 / -0.5496 Eh
Lowest unoccupied orbital energy (spin up / spin down): -8.766 / -9.922 eV
Multiplicity: 3
Total charge: +2

XYZ file:
```
55
Properties=species:S:1:pos:R:3:nbo_charge:R:1
C 1.13286 -4.65030 1.28870 -0.13
C 2.13411 -3.67984 1.38661 -0.20
C 1.92096 -2.38890 0.87956 -0.06
C 0.70081 -2.11636 0.26610 -0.17
C -0.32266 -3.06808 0.18012 -0.04
C -0.10138 -4.34441 0.70100 -0.19
C 2.91390 -1.27666 1.03699 -0.47
C 2.95572 -0.20848 -0.08717 -0.10
N 3.71340 -0.62028 -1.21505 -0.36
Mo 0.36635 -0.03350 -0.13069 0.62
C -1.60084 -2.61440 -0.46850 -0.72
P -1.13113 -1.15445 -1.54175 1.21
H 3.09374 -3.90321 1.85664 0.24
H -0.89402 -5.09235 0.63568 0.25
H 1.31183 -5.64931 1.68117 0.25
H -2.33447 -2.24006 0.26906 0.27
H -2.08343 -3.38465 -1.09029 0.27
H 2.72464 -0.72990 1.98006 0.24
H 3.92430 -1.70613 1.12851 0.28
H 2.00321 0.25915 -0.58696 0.10
C -2.70291 -0.60262 -2.19556 -0.97
C -0.34475 -2.00204 -2.94695 -0.94
H 3.47251 0.67474 0.31895 0.26
C 3.41820 -1.82227 -1.93236 -0.42
C 4.32924 0.41543 -1.99558 -0.42
H -0.51977 0.85230 -1.24139 0.10
H 4.28600 -2.02496 -2.57895 0.24
H 3.26942 -2.68044 -1.26268 0.22
H 2.53312 -1.73567 -2.59413 0.18
H 5.09014 -0.03888 -2.64275 0.24
H 3.61021 0.95680 -2.63843 0.19
H 4.81776 1.14717 -1.33625 0.22
H -1.08762 -2.64533 -3.43448 0.27
H 0.01880 -1.24396 -3.65058 0.26
H 0.50266 -2.61442 -2.62036 0.27
H -3.22786 -1.44899 -2.65596 0.29
H -3.30348 -0.16902 -1.38691 0.27
H -2.49871 0.17035 -2.94596 0.27
H 0.71063 1.10595 -1.30453 0.06
O -4.98495 1.40099 4.13512 -0.78
S -4.47505 1.31084 2.78819 2.24
O -5.40076 1.47578 1.69414 -0.81
N -3.47482 0.04351 2.56322 -0.50
C -2.17122 0.33025 2.36475 0.60
O -1.26215 -0.52392 2.18692 -0.56
C -1.95300 1.81530 2.35766 -0.11
C -0.79477 2.55495 2.08440 -0.20
C -0.87425 3.94974 2.05767 -0.17
C -2.08454 4.60739 2.33625 -0.13
C -3.24575 3.86158 2.60980 -0.16
C -3.13863 2.47459 2.59007 -0.28
H 0.14475 2.02175 1.89893 0.19
H 0.01190 4.54482 1.82492 0.25
H -2.12890 5.69555 2.33795 0.26
H -4.20319 4.32418 2.83019 0.27
```